Molecular formula: C23H46Cl28FN3O7P
Method: DFT, ωB97M-V/def2-TZVPD

LUMO   -4.23 eV
Molecular weight   1519.29 g mol⁻¹
HOMO energy   -11.616 eV
E   -406026.5935 eV
Gap between HOMO and LUMO   7.3885 eV
Total charge   +1

Each line ends with the Mulliken charge.
Cartesian coordinates (Å):
Cl 0.22704 6.04264 -9.45265  -0.147
Cl -6.43144 -4.99677 -1.05353  -0.148
Cl -1.57952 -0.85419 3.61466  -0.058
Cl 4.59786 -0.03238 10.06246  -0.146
Cl -2.32063 0.83093 -7.57071  -0.084
Cl -4.12576 -1.77613 -0.45401  0.064
Cl -5.95780 3.85857 5.00040  -0.153
Cl 5.44830 -3.88960 -1.51974  -0.134
Cl -4.00236 -0.94277 -3.26158  -0.097
Cl -3.30139 6.33383 -3.67571  -0.189
Cl 2.13169 2.94244 2.79602  -0.076
Cl -3.41994 3.42972 -4.07111  -0.087
Cl 0.41983 2.35979 -5.10217  -0.063
Cl -1.58951 4.11450 -8.20940  -0.061
Cl 8.35977 -3.66061 -1.65579  -0.142
Cl -6.66787 -3.06486 1.13896  -0.105
Cl -2.80968 -4.51249 4.81655  -0.163
Cl -1.19693 -4.71068 2.35713  0.087
Cl -4.49920 -1.01559 3.51437  -0.032
Cl -0.27856 3.99525 -1.48513  -0.113
Cl -3.81628 -1.64523 -8.02172  -0.165
Cl -3.10339 3.35236 -0.96640  -0.096
Cl -5.20929 2.19613 2.71276  -0.062
Cl 2.30642 5.83931 3.10176  -0.145
Cl 5.76995 3.16793 4.80132  -0.156
Cl 3.80138 1.11822 5.46903  -0.113
Cl 2.06306 -1.25069 9.25478  -0.149
Cl 0.47225 5.27124 -5.38239  -0.151
P 0.66075 -3.06444 1.38720  0.192
F 4.36891 1.42146 0.96369  -0.199
O 0.39650 -4.58833 0.72342  -0.595
O 5.70269 -0.31267 0.59808  -0.468
O -0.94702 0.89762 0.75143  -0.341
O -0.58020 -2.13604 1.21672  0.827
O 1.03942 -3.22985 2.79480  -0.689
O 0.50067 -2.52168 -1.33162  -0.290
O -0.84886 -0.82510 -2.07367  -0.387
N 2.48465 -1.03995 0.58795  0.330
N 2.28897 -0.20470 2.81233  0.710
N 3.58661 -2.11813 2.25229  -0.011
C 1.82427 -2.88025 -1.03257  -0.939
C 1.41623 3.78140 -5.44506  -0.437
C 3.34143 -3.09638 1.15470  -0.060
C 0.40084 -1.12992 -1.55749  -0.249
C 2.78808 -1.05913 1.98268  -0.923
C -4.28723 -2.28102 -2.14154  -0.550
C -6.04125 2.25286 4.27584  -0.215
C -0.37024 4.38011 -9.46220  -0.387
C -6.81245 -4.75949 0.65795  -0.227
C 4.62443 0.21771 0.44258  -0.003
C -2.82542 -4.75849 3.05829  -0.019
C 3.74199 -0.92733 8.80482  0.337
C 3.50356 -0.47437 -0.32492  -0.033
C 6.86920 -2.89132 -1.12996  -0.088
C -3.11868 -0.04416 4.01106  -0.514
C 2.14595 -2.43976 0.39994  0.350
C -1.82650 4.57145 -0.84558  -0.371
C 5.15519 1.56147 4.41902  0.218
C -1.21760 0.48114 -1.63127  -0.127
C 3.21449 4.36047 2.83453  -0.036
C -3.00355 4.99009 -4.79103  0.448
C -2.90433 -0.67780 -6.85756  0.017
C -1.88545 0.48519 -0.25675  0.661
H -3.26436 -5.72717 2.84930  0.339
H -3.60774 5.13916 -5.67835  0.348
H 1.30154 -4.93724 0.69233  0.416
H -3.55052 -0.43922 -6.02269  -0.008
H -1.91276 0.91474 -2.34159  0.036
H 1.17827 -0.81511 -2.27696  0.227
H -3.42288 -3.97283 2.60508  -0.103
H -3.15486 0.10988 5.08367  0.454
H 3.22762 -4.10688 1.53704  0.335
H -1.22626 0.50047 1.57695  -0.004
H -0.81490 4.17306 -10.42817  0.357
H 2.46216 -2.41017 -1.79072  0.499
H -3.56766 -3.06673 -2.33975  0.284
H 1.90437 -0.45289 3.71512  0.370
H 3.72709 4.42745 1.88143  0.319
H -3.15158 0.90530 3.49200  0.225
H -5.29510 -2.64694 -2.29395  0.350
H 4.56617 -1.90780 2.39049  0.402
H -0.36259 1.15865 -1.58980  0.249
H 3.74578 -0.33623 7.89704  -0.290
H 4.27348 -3.11644 0.57581  -0.143
H 4.81444 1.55338 3.39008  -0.280
H 2.19331 0.77074 2.51049  -0.485
H 0.46210 3.70956 -9.28332  0.250
H 1.84104 3.68066 -6.43714  0.350
H -2.25642 -0.53182 -0.08162  -0.570
H 2.20552 3.84099 -4.70501  0.305
H -0.88396 -1.81971 2.10106  -0.370
H 0.50124 -0.57966 -0.61997  0.293
H 5.95411 0.84101 4.55437  0.349
H 6.77036 -1.93634 -1.63227  0.253
H -1.94989 4.97814 -5.04324  -0.523
H -1.69499 4.83150 0.19803  0.393
H -2.12795 5.44169 -1.41501  0.197
H 3.00238 0.29954 -0.90870  0.347
H -2.05241 -1.25481 -6.51729  0.244
H 4.24754 -1.87212 8.64247  0.268
H 3.97382 -1.21668 -0.96005  0.428
H -2.70758 1.20644 -0.29359  0.249
H 6.90913 -2.74603 -0.05692  0.175
H -6.12349 -5.34941 1.25052  0.175
H -5.57281 1.54210 4.94731  0.158
H 1.92388 -3.94996 -1.18125  0.431
H 3.93110 4.23372 3.64041  0.000
H -7.83035 -5.08579 0.83389  0.323
H -7.08096 1.98960 4.12282  0.327


Molecular formula: C27H74F3N10O11S
Method: DFT, ωB97M-V/def2-TZVPD

LUMO   2.26 eV
Molecular weight   804.01 g mol⁻¹
HOMO energy   -6.784 eV
E   -85613.3706 eV
Gap between HOMO and LUMO   9.0462 eV
Total charge   -1
Energy relative to the best compared isomer or geometry (same formula, charge and spin)   0.0 kJ/mol

Each line ends with the Mulliken charge.
Cartesian coordinates (Å):
S 0.68871 -1.22347 1.00501  0.718
F -0.33271 0.10358 -0.99781  -0.193
F -1.24723 0.60120 0.89356  -0.107
F -1.67783 -1.31282 -0.07571  -0.215
O 2.59617 -6.18288 2.89780  -0.737
O -3.18124 6.79290 2.16639  -0.285
O 0.30579 2.13372 -5.34566  -0.074
O -4.57246 -2.94570 -0.40258  -0.109
O 1.05337 -2.30362 0.11321  -0.462
O -1.90026 -5.57760 -1.33515  -0.321
O 3.95899 -1.58021 4.69843  -0.294
O 0.11784 -1.72235 2.24552  -0.552
O -1.20213 -1.14303 6.96930  -0.722
O 2.59729 2.96279 -2.88908  -0.321
O 1.63488 -0.14865 1.18687  -0.729
N 2.61508 3.49924 -5.82376  -0.766
N -1.10770 4.25891 0.52739  -0.532
N 4.66438 1.13719 3.58404  -0.688
N -6.33781 -0.11432 1.04582  -0.676
N 2.74952 -4.79596 1.09699  -0.174
N -1.28987 -1.66562 4.72832  -0.195
N 3.75448 0.09338 -0.90226  -0.555
N 0.26178 -2.90490 -2.71919  -0.332
N 0.37694 -0.35058 5.52699  -0.169
N 1.08858 -4.48768 2.67135  -0.048
C 3.41936 0.82045 -2.11742  0.181
C 1.71544 4.03884 -2.68710  -0.471
C -0.49886 0.98228 -5.26044  -0.758
C 2.68130 2.11190 -1.76266  -0.288
C -5.70340 -2.25570 0.07223  -1.028
C -2.33116 4.88442 1.02725  0.330
C -0.73343 -0.40811 0.19106  0.157
C 1.35988 3.84505 -6.56227  0.874
C 2.16045 -5.23299 2.25949  0.417
C 5.00376 -0.76383 5.13945  -0.906
C -3.08054 3.91102 1.95751  -1.243
C -1.28686 -4.38326 -3.94781  -1.634
C -1.67918 -6.72918 -0.56175  -0.847
C -4.25135 -1.12831 1.78985  -1.209
C -0.77147 -1.05553 5.82665  0.420
C -0.72100 -4.83719 -1.53036  -0.442
C -0.90184 -3.77115 -2.60181  0.899
C 0.59772 2.54862 -6.66374  -0.962
C 1.76488 4.47285 -7.87606  -1.475
C -2.99706 7.78684 3.13979  -0.741
C -1.99263 6.15857 1.77782  -0.785
C 4.08464 -2.15372 3.40020  -0.129
C 4.68375 0.72720 5.01974  0.434
C 3.36336 1.04468 5.71629  -0.891
C -4.85537 -4.28094 -0.79165  -0.250
C 2.56765 -0.05902 -3.01492  -0.884
C -5.21633 -0.93210 0.63526  1.145
H -6.37159 -2.07610 -0.78531  0.316
H -5.44616 -4.80146 -0.02612  0.370
H -2.21250 -4.94399 -3.80298  0.323
H -2.61720 8.70890 2.68778  0.278
H 0.89305 4.91880 -8.37908  0.367
H -0.33101 2.65593 -7.24409  0.422
H -1.17264 -7.53163 -1.11610  0.311
H 1.21413 1.78840 -7.16694  0.326
H 4.00665 1.90911 3.48718  0.290
H 0.11324 -5.49753 -1.82703  0.390
H -0.85031 -1.48882 3.83479  0.380
H 4.19217 0.40754 3.05226  0.193
H -3.79279 4.45815 2.57767  0.405
H 3.22290 2.12351 5.80597  0.343
H 3.77791 -1.45366 2.61186  0.012
H 1.67738 -0.38564 -2.48300  0.066
H -0.70038 0.80859 -4.20302  0.021
H -6.25855 -2.79850 0.84798  0.373
H 2.29001 0.49964 -3.91054  0.176
H 0.99482 4.20659 -3.49144  0.100
H 3.20259 -0.89228 -3.31693  0.341
H 2.33966 2.82451 -5.11702  0.132
H 4.36461 0.65971 -0.32097  0.313
H 3.25477 2.62276 -0.97342  0.290
H -0.49173 4.05473 1.30819  0.257
H 3.45074 -5.35949 0.65880  0.194
H -1.48717 -3.64587 -4.72225  0.378
H -5.40663 -4.27790 -1.73710  0.306
H 5.07636 -2.54508 3.17492  0.313
H 2.42727 5.31049 -7.65640  0.355
H -1.46900 1.14749 -5.74360  0.362
H -1.75323 -3.15636 -2.27993  -0.072
H -0.47808 -5.05435 -4.25365  0.369
H 2.90709 -0.04508 -0.34901  0.157
H 4.30947 1.13347 -2.67159  0.370
H 3.32664 -2.93821 3.37097  -0.026
H 1.67721 1.89790 -1.37806  0.073
H -2.64207 -7.07219 -0.18900  0.285
H -1.35907 6.79989 1.14846  0.386
H 2.25851 4.98103 -2.52492  0.259
H -6.10364 0.63730 1.66819  0.209
H -4.62991 -0.46962 -0.17536  0.001
H -3.90911 -4.81634 -0.85332  -0.284
H 0.92716 -0.02255 6.29670  0.147
H 2.35587 -4.03502 0.56268  0.118
H -0.39912 -4.31489 -0.61867  0.159
H 0.77028 -3.69686 2.14081  -0.011
H 5.55264 1.26418 5.41767  0.228
H -1.39024 5.90197 2.66525  0.352
H 0.74933 -4.74712 3.57758  0.150
H 0.80026 4.53239 -5.91739  0.179
H 1.10315 3.90496 -1.78641  0.225
H -4.72214 -1.52922 2.68909  0.400
H 1.08850 -3.47317 -2.91189  0.328
H -6.99715 0.08970 0.31524  0.211
H -2.27718 7.48260 3.91672  0.328
H -2.15188 -2.16675 4.81989  0.175
H 2.22742 3.80767 -8.60069  0.344
H -3.92556 7.93772 3.68843  0.251
H -3.76690 -0.18494 2.05894  0.248
H -3.01608 5.16231 0.22296  0.261
H -3.53897 3.09598 1.39799  0.286
H -3.45154 -1.77879 1.44369  0.116
H 5.97699 -1.00519 4.70015  0.398
H 0.02956 0.10676 -5.64857  0.382
H -2.37407 3.45930 2.66175  0.292
H 0.83000 -0.41633 4.63247  0.139
H 0.48371 -2.54233 -1.78935  -0.102
H 2.59809 0.71313 5.02021  -0.055
H -1.02118 -6.52637 0.29557  0.280
H 3.30038 0.52697 6.67183  0.441
H 3.02322 4.26891 -5.30947  0.345
H 5.13687 -0.93352 6.21650  0.401
H -1.41213 3.34891 0.19314  0.176


Molecular formula: C9H14
Method: DFT, ωB97M-V/def2-TZVPD

LUMO   1.03 eV
Molecular weight   122.21 g mol⁻¹
HOMO energy   -9.093 eV
E   -9559.8573 eV
Gap between HOMO and LUMO   10.1236 eV
Total charge   0
Energy relative to the best compared isomer or geometry (same formula, charge and spin)   31.3 kJ/mol

Each line ends with the Mulliken charge.
Cartesian coordinates (Å):
C 1.61182 -0.97026 -0.55747  -0.757
C 0.70270 1.01488 2.36156  -0.704
C -0.77141 -1.17002 -0.93991  -0.508
C 0.44067 0.61810 -1.95509  -0.627
C 0.40615 -1.60871 -0.35789  -0.314
C -0.15971 -0.12718 2.90190  -0.723
C 1.60092 0.16508 -1.35794  -0.220
C -0.77075 -0.01884 -1.71221  0.950
C -2.03789 0.55304 -2.31317  -1.393
H 2.50931 0.71523 -1.54633  0.357
H -0.41924 -0.89195 2.17889  0.170
H 1.34135 1.39921 3.18067  0.318
H -2.35784 1.41765 -1.73780  0.280
H 0.11374 1.88077 2.07242  0.269
H 0.42396 -0.70289 3.62950  0.267
H 0.43978 -2.52745 0.22341  0.364
H 2.47857 -1.20050 0.03953  0.428
H 0.45907 1.45080 -2.63833  0.373
H 1.42403 0.75924 1.58549  0.141
H -1.70046 -1.65199 -0.65833  0.313
H -2.81779 -0.19960 -2.36499  0.369
H -1.83162 0.83136 -3.34719  0.371
H -1.08537 0.26403 3.31325  0.277